Below is C36H40CrF2N5O5 as an isolated structure, with properties calculated with wB97M-V/def2-TZVPD.

XYZ file:
```
89
C36H40CrF2N5O5 | the Open Molecules 2025 dataset | wB97M-V/def2-TZVPD
Cr -1.9590 0.1177 0.8167
F 3.8258 3.3300 1.8076
C 3.6775 2.0455 1.4086
C 2.4451 1.4811 1.4804
C 2.2593 0.1576 1.1126
C 0.8971 -0.3996 1.0787
O -0.0564 0.3637 1.2773
C 0.7943 -1.7879 0.7916
C 1.9313 -2.4774 0.5089
N 3.1685 -1.9422 0.4130
C 4.3042 -2.7759 0.0788
C 4.9439 -2.6371 -1.2737
C 4.1363 -3.8552 -0.9344
C 3.3586 -0.6049 0.7226
C 4.6203 0.0041 0.6184
C 4.7922 1.3297 0.9395
N 6.0735 1.9263 0.7546
C 6.1996 3.3798 0.6440
C 7.5901 3.6847 0.0390
N 8.1222 2.3993 -0.5386
C 8.4467 1.4328 0.5716
C 7.2049 1.3667 1.4871
C -0.5149 -2.5812 0.7764
O -0.3959 -3.7995 0.7182
O -1.5930 -1.9036 0.8035
H 1.6006 2.0570 1.8331
H 1.8429 -3.5422 0.3332
H 4.9564 -2.9792 0.9179
H 6.0205 -2.7274 -1.3345
H 4.4998 -1.9297 -1.9624
H 4.6454 -4.7906 -0.7524
H 3.1727 -3.9558 -1.4143
H 5.4611 -0.5657 0.2416
H 6.1174 3.8895 1.6027
H 5.4180 3.7572 -0.0079
H 8.3071 4.0137 0.7865
H 7.5428 4.4260 -0.7529
H 8.9143 2.5480 -1.1589
H 7.3510 1.9789 -1.0630
H 9.3254 1.8085 1.0895
H 8.6855 0.4776 0.1101
H 7.3870 1.9253 2.4114
H 7.0038 0.3362 1.7597
C -4.8918 1.8154 2.4797
O -3.8000 0.9888 2.8827
H -4.6775 2.8748 2.6324
H -5.8106 1.5493 3.0077
H -5.0324 1.6442 1.4149
H -3.5675 1.1936 3.7927
F 1.8013 3.3207 -3.5648
C 0.8171 3.0889 -2.6506
C -0.4078 2.6196 -3.0723
C -1.3995 2.3758 -2.1249
C -1.1970 2.5750 -0.7487
C -2.1992 2.2117 0.2847
C 0.0541 3.1003 -0.3940
C 1.0610 3.3498 -1.3224
H -0.5835 2.4590 -4.1297
H -2.3717 2.0238 -2.4607
H -3.2230 2.3662 -0.0682
H -2.0446 2.8121 1.1893
H 0.2271 3.3376 0.6494
H 2.0186 3.7662 -1.0238
C -7.8005 -1.6191 -1.6679
N -6.3365 -1.6141 -1.6878
N -5.6981 -1.4093 -0.4706
C -4.5402 -0.6867 -0.6970
O -3.7480 -0.3906 0.1997
C -4.5058 -0.4087 -2.1004
C -5.6280 -0.9509 -2.6375
C -6.1504 -0.8666 -4.0294
C -5.8423 -2.4267 0.5415
C -5.5250 -2.1267 1.8551
C -5.6602 -3.1116 2.8226
C -6.1162 -4.3792 2.4916
C -6.4177 -4.6696 1.1691
C -6.2741 -3.6984 0.1870
H -8.1368 -2.1034 -0.7570
H -8.1658 -2.1904 -2.5174
H -8.2018 -0.6048 -1.7035
H -3.7027 0.0970 -2.6111
H -5.3935 -0.4340 -4.6791
H -7.0406 -0.2364 -4.0768
H -6.4166 -1.8543 -4.4073
H -5.1475 -1.1530 2.1174
H -5.4057 -2.8775 3.8490
H -6.2236 -5.1386 3.2556
H -6.7513 -5.6616 0.8897
H -6.4678 -3.9393 -0.8508
```

spin multiplicity = 5
electronic energy = -89519.0899 eV
LUMO energy (alpha / beta) = -3.08 / -3.08 eV
molar mass = 712.74 g mol⁻¹
Kohn-Sham gap (alpha / beta) = 5.02 / 5.05 eV
total charge = +1

Below is C23H23FN4O7STc as an isolated structure, with properties calculated with wB97M-V/def2-TZVPD.

XYZ file:
```
60
C23H23FN4O7STc | the Open Molecules 2025 dataset | wB97M-V/def2-TZVPD
Tc -0.9009 -0.0363 -0.0472
C -1.1876 7.7982 -0.3095
C -2.4160 6.9047 -0.2757
N -2.0878 5.5159 0.1147
C -1.9373 4.6043 -0.8401
C -1.5762 3.2936 -0.6045
C -1.4249 2.4038 -1.7877
O -1.6736 2.7637 -2.9015
O -0.9763 1.1712 -1.5170
C -1.3533 2.8754 0.7114
O -1.0036 1.6907 1.0342
C -1.5187 3.8505 1.7618
C -1.3165 3.4799 3.0993
C -1.4717 4.4151 4.0769
F -1.3344 4.0446 5.3588
C -1.8018 5.7563 3.7965
C -2.0088 6.1121 2.4779
C -1.8818 5.1694 1.4489
N -1.9267 6.7458 4.8017
C -3.2710 7.2311 5.0791
C -3.2080 8.6153 5.6983
N -2.3613 8.5576 6.9420
C -0.9879 8.0161 6.6377
C -1.1350 6.6388 6.0190
H -1.4866 8.8155 -0.5584
H -0.4859 7.4585 -1.0705
H -0.6663 7.8173 0.6469
H -2.8711 6.8444 -1.2617
H -3.1852 7.2721 0.4020
H -2.1010 4.9248 -1.8617
H -1.0722 2.4547 3.3528
H -2.2303 7.1458 2.2596
H -3.8110 6.5478 5.7543
H -3.8485 7.2952 4.1590
H -4.1931 8.9854 5.9756
H -2.7217 9.3239 5.0300
H -2.8139 7.9460 7.6274
H -2.2964 9.4809 7.3739
H -0.4250 7.9863 7.5684
H -0.5234 8.7175 5.9468
H -1.5828 5.9542 6.7519
H -0.1396 6.2638 5.7904
O -3.2820 -0.3675 0.3561
C -3.7148 -1.2470 1.3551
C -4.8804 -1.9675 1.1873
C -5.3104 -2.8024 2.2085
C -4.5929 -2.8942 3.3915
C -3.4376 -2.1486 3.5548
C -2.9759 -1.3310 2.5304
C -1.7143 -0.5570 2.7061
O -1.4534 0.1432 3.6394
O -0.8292 -0.7583 1.6918
H -3.8757 -0.4479 -0.4018
H -5.4538 -1.8800 0.2713
H -6.2165 -3.3771 2.0759
H -4.9338 -3.5448 4.1840
H -2.8687 -2.2039 4.4733
O -1.2589 -4.0019 -0.2578
S -0.9704 -3.0994 -1.3397
N -0.8359 -1.6393 -0.9452
```

spin multiplicity = 4
electronic energy = -60254.0427 eV
energy relative to the best compared isomer or geometry (same formula, charge and spin) = 0.895 eV
LUMO energy (alpha / beta) = -6.99 / -6.97 eV
molar mass = 616.52 g mol⁻¹
Kohn-Sham gap (alpha / beta) = 6.46 / 6.53 eV
total charge = +2

Below is a 2-piece molecular cluster, C4H12O2 overall, with properties calculated with wB97M-V/def2-TZVPD.

XYZ file:
```
18
C4H12O2 | the Open Molecules 2025 dataset | wB97M-V/def2-TZVPD
C -1.4274 1.0551 2.3959
C -2.5703 2.0551 2.4684
O -3.3011 2.1718 1.2350
H -0.7580 1.1802 1.5349
H -0.7218 1.1796 3.2477
H -1.8869 0.0765 2.4376
H -2.2492 3.0717 2.6224
H -3.2663 1.8157 3.2977
H -2.8130 1.6421 0.6042
C 1.9856 -2.2198 -3.0717
C 2.5453 -2.2134 -1.6606
O 2.6528 -0.8021 -1.2061
H 1.7161 -1.2204 -3.3799
H 2.5131 -2.7164 -3.8984
H 1.0730 -2.8269 -3.0528
H 3.5740 -2.5299 -1.5614
H 1.7814 -2.6808 -1.0322
H 3.0712 -0.3937 -1.9668
```

electronic energy = -8436.2583 eV
energy relative to the best compared isomer or geometry (same formula, charge and spin) = 1.256 eV
LUMO energy = 0.86 eV
molar mass = 92.14 g mol⁻¹
Kohn-Sham gap = 10.94 eV

Below is an isolated ion of composition C3H9N2O and charge +1, with properties calculated with wB97M-V/def2-TZVPD.

XYZ file:
```
15
C3H9N2O | the Open Molecules 2025 dataset | wB97M-V/def2-TZVPD
N -0.0704 -1.9087 -1.3893
C -0.0697 -0.6449 -0.9296
O -0.7942 0.3451 -1.2289
C 0.8130 -0.3812 0.4702
C 0.0444 0.4030 1.5603
N -0.0004 1.9064 1.1851
H -0.6368 -2.0886 -2.2139
H 0.7846 -2.4588 -1.3457
H 1.8405 0.0150 0.2595
H 0.9357 -1.5159 0.8128
H 0.4911 0.4253 2.5504
H -1.1215 0.0882 1.4780
H -0.0007 1.7967 0.1636
H 0.8025 2.4004 1.6151
H -0.9721 2.3313 1.3364
```

electronic energy = -8277.6346 eV
energy relative to the best compared isomer or geometry (same formula, charge and spin) = 1.439 eV
LUMO energy = -3.49 eV
molar mass = 89.12 g mol⁻¹
Kohn-Sham gap = 10.60 eV
total charge = +1

Below is a 7-piece molecular cluster, C14H35BIN7O17P overall, with properties calculated with wB97M-V/def2-TZVPD.

XYZ file:
```
76
C14H35BIN7O17P | the Open Molecules 2025 dataset | wB97M-V/def2-TZVPD
C 1.9630 0.3422 1.4137
C 1.7881 0.2480 -0.1783
O 2.5024 0.9699 -0.8792
O 0.8306 -0.6741 -0.6324
C 0.0799 -0.1898 -1.7639
C -1.2771 0.5665 -1.3890
C -1.3450 1.1167 0.1015
C -1.2368 2.7061 0.3819
B -0.2678 3.6350 -0.5270
O 0.0435 3.4469 -1.9213
O 0.3029 4.7966 0.1199
C -2.7581 3.2245 0.6391
N -3.5808 1.9937 0.2962
C -2.7597 0.8599 0.8488
P -3.4697 -0.8941 0.8797
O -4.1666 -1.0767 2.4513
I -5.2523 -1.1188 -0.8035
H 1.0508 -0.1837 1.8710
H 2.8662 -0.2327 1.7868
H 1.9167 1.4182 1.7559
H 0.6698 0.4545 -2.4897
H -0.2256 -1.1163 -2.3645
H -2.1229 -0.1983 -1.5037
H -1.4425 1.3723 -2.1834
H -0.6192 0.6909 0.8785
H -0.7510 2.7316 1.4219
H -0.8004 3.6451 -2.3909
H 1.2678 4.6951 0.2354
H -3.0703 4.2082 0.1613
H -2.7727 3.3739 1.7722
H -4.5831 2.0643 0.5494
H -3.5382 1.9863 -0.7355
H -2.6045 1.1932 1.9341
H -4.4627 -0.1985 2.7681
C -0.8103 6.8411 -2.8663
N -2.0754 6.7375 -2.0941
O -2.7746 5.7474 -2.2900
O -2.3232 7.6409 -1.3256
H -0.7204 5.9683 -3.5087
H -0.8611 7.7524 -3.4600
H 0.0100 6.8788 -2.1511
C 3.6671 0.3083 -3.4837
N 3.4157 0.0982 -4.9331
O 3.1606 -1.0356 -5.2996
O 3.4820 1.0788 -5.6507
H 3.5747 -0.6457 -2.9698
H 4.6750 0.7066 -3.3790
H 2.9243 1.0145 -3.1215
C 2.3088 -3.4577 -2.1246
N 3.7037 -3.5954 -1.6293
O 4.5965 -3.5893 -2.4568
O 3.8512 -3.7040 -0.4243
H 2.3295 -3.3700 -3.2085
H 1.7651 -4.3459 -1.8201
H 1.8884 -2.5620 -1.6725
C -1.8574 -4.9436 -3.6061
N -1.2677 -3.7755 -2.9019
O -2.0144 -2.8612 -2.6009
O -0.0713 -3.8123 -2.6726
H -2.9225 -4.7704 -3.7402
H -1.3562 -5.0335 -4.5686
H -1.6838 -5.8221 -2.9865
C 1.4832 -0.7884 5.1547
N 0.2530 -0.0176 4.8349
O -0.8152 -0.5147 5.1373
O 0.4026 1.0646 4.2893
H 1.1984 -1.7225 5.6339
H 2.0039 -0.9790 4.2176
H 2.0871 -0.1792 5.8256
C 0.5808 -5.5543 6.8579
N 1.4054 -4.6692 5.9949
O 1.7123 -3.5755 6.4414
O 1.7157 -5.1003 4.9028
H 0.3815 -5.0417 7.7961
H -0.3464 -5.7601 6.3256
H 1.1489 -6.4670 7.0295
```

electronic energy = -78367.5103 eV
energy relative to the best compared isomer or geometry (same formula, charge and spin) = 1.980 eV
LUMO energy = -3.36 eV
molar mass = 742.16 g mol⁻¹
Kohn-Sham gap = 8.88 eV
total charge = +1

Below is a 9-piece molecular cluster, C11H42N8O9 overall, with properties calculated with wB97M-V/def2-TZVPD.

XYZ file:
```
70
C11H42N8O9 | the Open Molecules 2025 dataset | wB97M-V/def2-TZVPD
C 0.1652 -1.0222 -0.9022
O 0.0817 -0.3777 -1.9078
N -0.4341 -0.8314 0.2369
N 0.7479 -2.1756 -0.9258
H -0.8732 0.0580 0.4275
H -0.6182 -1.5926 0.8747
H 0.8420 -2.6490 -0.0385
H 1.0083 -2.5027 -1.8452
C -0.1541 -4.0500 2.4901
O -0.1982 -2.8845 2.1486
N 0.7750 -4.4662 3.3878
N -1.1973 -4.7869 2.1970
H 1.4691 -3.7475 3.5357
H 0.7977 -5.3774 3.8229
H -1.8694 -4.3393 1.5904
H -1.1293 -5.7931 2.2518
C 0.0321 3.6427 -1.5720
O 0.7052 4.0844 -2.5470
N -0.6549 4.3042 -0.7413
N -0.1804 2.3890 -1.3554
H -0.7013 5.2952 -0.9307
H -0.6869 3.8408 0.1555
H 0.3679 1.6837 -1.8265
H -0.6908 2.1206 -0.5261
C 3.5272 0.9763 -1.8255
C 4.5848 0.0968 -1.1840
C 4.2801 -0.1353 0.3216
O 4.5274 1.0845 1.1087
C 3.3462 1.7880 1.4475
N 4.5608 -1.0997 -1.9470
H 2.5222 0.6115 -1.6134
H 3.7066 0.9805 -2.9006
H 3.5931 2.0087 -1.4821
H 5.5298 0.6299 -1.2878
H 5.0380 -0.8296 0.6842
H 3.2752 -0.5046 0.5264
H 2.7119 1.1685 2.0815
H 2.8904 2.1101 0.5113
H 3.5545 2.7173 1.9778
H 5.2523 -1.7697 -1.6421
H 4.7619 -0.7583 -2.8761
C -5.5028 0.9410 -0.3109
C -4.2418 1.7409 -0.1237
C -3.1115 1.0402 0.6742
O -1.8645 1.7574 0.7775
C -1.8207 2.6747 1.9017
N -3.7646 2.4229 -1.3262
H -5.5312 0.2202 0.5063
H -5.1574 0.2459 -1.0762
H -6.3999 1.5076 -0.5603
H -4.5804 2.4675 0.6148
H -2.9809 0.1829 0.0139
H -3.3521 0.7298 1.6910
H -2.1584 2.3426 2.8834
H -2.2943 3.6193 1.6342
H -0.7992 3.0360 2.0211
H -4.1648 3.3493 -1.2849
H -2.7814 2.6303 -1.4274
O -1.8087 -1.1321 4.3382
H -2.4997 -1.7815 4.4683
H -1.6658 -1.1199 3.3918
O 2.3986 -3.4958 -2.8827
H 3.1491 -2.9102 -2.7824
H 2.0638 -3.3087 -3.7597
O -3.6140 -2.0125 1.4204
H -4.4008 -2.5343 1.2626
H -2.9328 -2.4433 0.9040
O 1.2895 -0.0621 -4.6052
H 2.1637 0.3250 -4.5577
H 1.0968 -0.3304 -3.7068
```

spin multiplicity = 2
electronic energy = -42427.9119 eV
LUMO energy (alpha / beta) = -2.50 / -8.12 eV
molar mass = 430.50 g mol⁻¹
Kohn-Sham gap (alpha / beta) = 9.35 / 3.73 eV
total charge = +1